The following is a quantum chemistry calculation of a molecular structure, C28H27Br2LuN3O10P2, from the OMol25 dataset.

Geometry as XYZ:
```
73
Properties=species:S:1:pos:R:3:forces:R:3:lowdin_charge:R:1
Lu -17.02192 -1.46408 4.89551 -0.6 -0.1 0.0 1.7591
O -18.54617 -3.15935 4.61627 0.1 -0.9 0.2 -0.2519
C -18.48642 -4.46936 4.39144 0.3 1.7 0.1 -0.3920
C -18.61524 -5.03248 3.12704 -0.1 -1.4 -0.6 -0.0155
C -18.45745 -6.42979 2.96947 0.2 1.3 -0.4 -0.1040
C -18.12130 -7.25209 4.02244 -0.3 0.1 0.5 -0.1281
C -17.97233 -6.70595 5.30107 0.2 0.1 -1.0 -0.0434
C -18.15019 -5.34407 5.44904 0.4 -0.2 0.5 -0.1723
C -17.98734 -4.67731 6.74612 -1.2 1.3 0.6 -0.0682
N -16.90812 -4.19170 7.19540 1.0 -0.7 0.0 0.0292
C -16.82011 -3.40833 8.42416 -2.0 1.1 -0.8 -0.1378
C -17.45917 -1.99022 8.19539 0.3 -0.4 0.2 -0.1983
N -16.78805 -1.10834 7.26865 1.1 0.7 -0.5 -0.0744
C -16.31817 0.02584 7.68446 -0.4 -0.8 1.0 -0.0825
C -15.68887 1.14436 6.98833 -1.3 -0.6 -0.8 -0.1466
C -15.06841 2.10740 7.79971 0.8 0.7 -0.3 -0.0892
C -14.56581 3.28849 7.28141 0.9 0.5 0.3 -0.1143
C -14.70275 3.52263 5.88034 0.3 -0.2 1.8 -0.1073
C -15.27515 2.59906 5.08937 -1.3 -0.6 -0.8 -0.0234
C -15.89367 1.39721 5.57710 1.3 0.2 0.2 -0.3434
O -16.47609 0.62854 4.73235 -0.2 0.3 0.6 -0.1996
H -18.79146 -4.40682 2.25244 0.0 0.0 0.3 0.1105
H -18.47219 -6.85153 1.96592 -0.2 0.1 0.1 0.0937
H -18.02344 -8.30238 3.84392 0.2 -0.5 0.1 0.0811
H -17.59924 -7.32528 6.10183 -0.2 0.0 0.3 0.1061
H -18.95686 -4.40949 7.23622 0.6 -0.3 0.1 0.1561
H -15.82442 -3.26276 8.76510 1.1 -0.1 -0.2 0.1015
H -17.35120 -3.87531 9.26019 -0.2 -0.1 -0.2 0.1156
H -17.52096 -1.54291 9.16929 0.0 0.5 0.8 0.0982
H -18.46987 -2.06138 7.82161 -0.5 -0.4 -0.1 0.1048
H -16.45016 0.21640 8.78495 0.3 -0.1 -0.7 0.1314
H -14.86435 1.87370 8.84166 -0.3 0.0 0.0 0.1008
H -13.92562 3.98465 7.91118 -1.2 -0.9 -0.8 0.1052
H -14.35180 4.42732 5.44534 0.4 0.6 -0.2 0.0868
H -15.41669 2.80824 4.03369 0.1 -0.2 0.0 0.1144
C -12.04515 -3.87521 4.70820 -0.6 1.1 -0.7 -0.0454
C -13.22810 -3.17124 4.00361 0.6 0.2 -0.1 -0.5870
O -13.01597 -3.23532 2.58384 -0.1 -0.5 0.0 -0.0857
P -14.79795 -3.95613 4.30822 -1.0 -1.0 0.4 0.4957
O -14.79551 -5.32687 3.45639 0.2 0.4 -0.2 -0.1125
O -14.78430 -4.38248 5.81628 0.0 0.0 -1.1 -0.1595
O -15.97298 -3.13768 3.83899 0.5 -0.4 -0.1 -0.4040
P -13.46199 -1.38652 4.41133 -0.1 0.3 1.2 0.4094
O -12.26713 -1.00475 5.49750 -1.6 0.1 -0.2 -0.1627
O -14.72531 -1.33244 5.27554 0.6 0.2 -0.4 -0.4376
O -13.32434 -0.68271 3.10725 -0.1 0.0 0.3 -0.2922
H -11.88350 -4.72755 4.06869 0.5 -0.5 0.1 0.0760
H -12.24585 -4.15973 5.73946 0.0 0.1 -0.1 0.0782
H -11.24291 -3.13556 4.63326 0.3 -0.6 0.2 0.0785
H -13.16204 -2.33048 2.25557 0.1 0.2 0.1 0.0563
H -14.82820 -5.14351 2.49123 0.0 0.0 0.9 0.1002
H -15.69251 -4.35946 6.37974 0.1 0.1 -0.1 0.0384
H -12.84860 -0.71377 6.24374 0.9 -0.2 -0.4 0.0761
C -16.67509 -1.04816 1.39479 -0.1 -1.1 2.2 -0.0106
C -18.00909 -0.47560 1.81780 -0.3 0.5 0.3 -0.2826
C -18.83976 0.16346 0.86318 0.3 0.2 0.2 -0.0100
C -19.93864 0.87168 1.24817 0.2 -1.2 0.0 -0.0248
C -20.31921 0.84338 2.59862 0.5 1.0 0.6 -0.2044
C -21.36798 1.57712 3.15138 -1.4 0.5 -1.3 -0.6079
Br -22.57686 2.55676 1.98550 0.3 -0.2 0.3 0.6797
C -21.67324 1.52947 4.45820 -0.2 0.1 0.7 -0.2056
C -20.82296 0.85209 5.33101 -0.5 -0.6 0.8 -0.5955
Br -21.42693 0.64104 7.11382 0.1 0.1 0.4 0.7233
C -19.70491 0.10968 4.95756 -0.8 1.3 -1.2 -0.4510
O -18.92855 -0.51745 5.71140 0.6 -0.8 0.6 -0.1782
C -19.48464 0.20042 3.52496 1.0 -1.4 -0.9 -0.1064
N -18.38800 -0.48534 3.07630 0.8 -0.1 0.4 0.0772
H -16.61637 -0.95112 0.36179 0.3 -0.1 -1.9 0.0439
H -16.57223 -2.11642 1.71251 -0.3 0.7 -0.4 0.0810
H -15.77237 -0.58259 1.83320 -0.6 0.3 0.1 0.0874
H -18.54156 0.12836 -0.16084 0.1 0.1 -0.6 0.0992
H -20.58091 1.33454 0.52884 -0.1 0.3 -0.3 0.0695
H -22.58686 1.98196 4.83046 0.3 0.1 0.0 0.0913
```
Positions in Å, forces in eV/Å.

Output
**Net charge**: -1
**LUMO level**: 2.4 eV
**Relative energy (zero: lowest compared OMol25 entry of this formula, charge and spin)**: 34.7 kcal per mole

The following is a quantum chemistry calculation of a molecular structure, C28H27Br51N2O5, from the OMol25 dataset.

Geometry as XYZ:
```
113
Properties=species:S:1:pos:R:3:forces:R:3:lowdin_charge:R:1
N 2.02703 -4.86247 -1.05690 -0.4 0.0 -0.1 0.2219
C 2.44886 -4.08723 -1.79561 1.0 0.1 -0.1 -0.2681
O 3.19146 -3.32056 -2.56524 -0.3 -0.4 -0.1 0.0962
O 2.94638 -1.93464 -2.25255 -1.2 0.4 0.6 0.0787
C 3.41378 -1.74403 -0.94677 1.7 -0.3 1.1 -0.5680
O 4.57070 -1.93000 -0.70945 -1.6 -1.2 0.9 -0.1158
O 2.58458 -1.40145 0.03146 -0.4 0.6 -1.7 0.0618
C 1.44205 -0.62066 -0.36765 -2.0 0.7 0.6 -0.1320
C 0.38375 -0.77503 0.73897 0.8 -0.3 0.4 -0.0806
C -0.54548 -1.93542 0.44805 -0.5 0.8 -0.5 -0.5455
O -0.31259 -2.69746 -0.45281 1.2 2.4 -1.0 -0.1364
N -1.75998 -2.14584 1.24059 1.9 3.1 -4.2 -0.2093
C -2.85965 -1.79506 0.36333 0.6 0.8 0.4 -0.2672
C -3.88463 -2.67683 0.05948 -0.2 0.1 -0.2 -0.0752
C -4.88827 -2.23732 -0.80700 -0.1 -0.1 -0.5 -0.1670
C -4.85690 -0.97615 -1.37732 -0.1 0.7 0.0 -0.1157
C -3.82653 -0.08902 -1.06721 -0.3 -0.5 1.1 -0.2375
C -2.83739 -0.50822 -0.18610 -0.6 0.3 -0.1 -0.0934
H 0.99383 -0.94100 -1.31165 0.5 -0.2 0.1 0.1228
H 1.67328 0.44796 -0.45480 0.6 -0.3 0.1 0.1252
H 0.94122 -1.04785 1.65087 -0.3 0.3 -0.1 0.0830
H -0.12283 0.16606 0.96169 -0.1 -0.2 -0.1 0.1206
H -1.80979 -3.16567 1.28612 0.4 2.1 -2.1 -0.2071
H -3.90275 -3.67511 0.48955 -0.1 0.2 -0.3 0.0620
H -5.72190 -2.90022 -1.08390 1.2 0.7 -0.2 -0.0419
H -5.62974 -0.64072 -2.06356 0.0 -0.2 0.1 0.0566
H -3.75485 0.90951 -1.48011 -0.3 -0.1 0.1 0.0746
H -2.04921 0.19746 0.05723 0.0 -0.2 0.1 0.1040
C -6.76220 1.98920 -4.41777 -0.1 0.1 0.1 -1.5852
Br -6.83685 2.23753 -2.51210 0.0 -0.1 0.0 0.5798
Br -5.26690 2.94827 -5.16827 0.0 -0.1 0.0 0.5758
Br -6.74050 0.12895 -4.90099 -0.4 0.2 0.2 0.5740
H -7.66228 2.41872 -4.83556 0.0 0.0 0.0 -0.0257
C -0.98291 -4.46290 2.18236 0.2 -1.2 0.4 -1.3389
Br 0.62681 -3.51837 2.65756 0.3 -0.3 0.4 0.7420
Br -2.56126 -3.56071 2.82571 -2.6 -3.9 5.8 0.8498
Br -1.07186 -4.80594 0.28835 -0.7 -3.9 0.8 0.9061
H -0.94093 -5.42400 2.67695 0.0 0.1 0.1 -0.0386
C -2.05454 5.12281 -4.60674 -0.1 0.0 0.1 -1.6181
Br -1.40855 3.77061 -3.39152 0.0 0.0 -0.1 0.5641
Br -0.89666 6.66188 -4.66456 -0.1 -0.1 0.0 0.5897
Br -2.38373 4.39635 -6.36187 0.1 0.1 0.1 0.5585
H -3.00774 5.46311 -4.22381 0.0 0.0 0.0 -0.0387
C 2.37855 9.00232 -4.09095 0.0 0.0 0.0 -1.6500
Br 3.31989 9.59592 -2.51780 0.0 0.0 -0.1 0.5605
Br 1.02985 10.27348 -4.62361 0.1 -0.1 0.0 0.5571
Br 3.58425 8.59090 -5.53525 -0.1 0.0 0.1 0.5741
H 1.87028 8.08408 -3.82968 0.0 0.0 0.0 -0.0606
C -2.48348 0.22961 -4.94824 0.2 0.0 -0.1 -1.5928
Br -0.89652 0.52715 -6.00907 -0.1 0.0 0.0 0.5579
Br -3.70631 -0.97384 -5.82565 0.6 -0.1 -0.1 0.5538
Br -2.06501 -0.35575 -3.15686 0.6 -0.1 -1.1 0.7560
H -2.98535 1.18511 -4.85703 0.0 0.0 0.0 -0.1008
C -3.05274 -3.49849 7.35821 0.0 0.0 0.0 -1.6291
Br -2.38973 -5.08822 6.48859 0.0 0.1 0.1 0.5523
Br -2.59212 -1.89804 6.38454 0.0 -0.1 0.0 0.5431
Br -4.94568 -3.60602 7.69744 0.1 0.0 -0.1 0.5783
H -2.56086 -3.43672 8.31868 0.0 0.0 0.0 -0.0305
C -7.04369 6.07913 -0.90195 0.0 0.0 0.0 -1.6217
Br -7.91074 5.11053 0.51957 0.1 0.0 -0.1 0.5730
Br -5.18618 5.58480 -1.06966 -0.1 0.0 0.0 0.5256
Br -7.99224 5.90496 -2.57285 0.1 0.1 0.1 0.5568
H -7.06787 7.12628 -0.63504 0.0 0.0 0.0 -0.0290
C 3.06302 -2.45376 6.16429 0.0 -0.1 0.1 -1.6141
Br 3.71999 -4.03816 5.28238 0.0 0.1 0.0 0.5891
Br 3.49655 -0.86534 5.17111 -0.1 0.0 -0.1 0.5337
Br 1.17605 -2.56373 6.51984 0.0 0.0 0.0 0.5569
H 3.57056 -2.38925 7.11665 0.0 0.0 0.0 -0.0253
C 5.04799 1.05459 1.52852 -0.1 -0.3 0.1 -1.5982
Br 6.80267 1.40795 2.23490 0.0 0.2 -0.2 0.5951
Br 3.67327 1.84507 2.62949 0.0 0.0 0.0 0.5682
Br 4.86520 1.56110 -0.31205 -0.5 1.0 0.4 0.5896
H 4.90414 -0.01857 1.56710 0.0 0.0 0.0 -0.0287
C 8.78279 -1.29028 4.35997 0.0 0.0 0.0 -1.6495
Br 10.22623 -0.22901 5.07115 -0.1 -0.1 0.0 0.5716
Br 9.15655 -3.17701 4.47173 0.0 0.1 0.0 0.5774
Br 7.09864 -0.84818 5.18308 0.1 -0.1 0.0 0.5187
H 8.69555 -1.04478 3.30980 0.0 0.0 0.0 -0.0509
C 7.58663 -0.18476 -2.95467 0.2 0.0 0.5 -1.5676
Br 8.45057 1.47074 -2.44830 -0.1 -0.1 -0.1 0.5272
Br 6.41966 -0.82820 -1.55366 2.1 -0.1 -1.9 0.7397
Br 6.64307 -0.01831 -4.62637 0.0 0.0 0.1 0.5808
H 8.36521 -0.92065 -3.10162 0.0 0.0 0.0 -0.0291
C 7.78608 5.18643 -0.42160 0.0 -0.1 0.1 -1.6015
Br 8.68419 5.70576 1.20041 -0.1 0.0 -0.1 0.5785
Br 6.46351 6.47937 -0.95960 0.0 0.0 0.0 0.6015
Br 9.03679 4.82268 -1.84369 0.0 0.2 0.1 0.5599
H 7.25970 4.26363 -0.21277 0.0 0.0 0.0 -0.0526
C -2.27914 7.01118 1.82440 0.0 0.0 0.0 -1.6344
Br -1.73139 5.34504 1.01755 -0.1 0.1 0.0 0.5416
Br -2.18741 8.47223 0.57205 0.0 -0.1 0.0 0.5659
Br -4.02057 6.87729 2.64356 0.1 0.0 -0.1 0.5596
H -1.57412 7.22472 2.61521 0.0 0.0 0.0 -0.0327
C -8.58831 -5.11841 -0.04207 0.0 0.0 0.2 -1.6017
Br -7.13294 -3.86712 0.18297 -1.0 -0.8 0.4 0.7475
Br -7.99695 -6.94169 0.14608 0.0 0.1 0.0 0.5610
Br -10.06660 -4.72295 1.13298 0.1 0.0 0.0 0.5707
H -8.94907 -5.00376 -1.05445 0.0 0.0 0.0 -0.0282
C -9.20470 -10.98903 1.47735 0.0 0.0 0.0 -1.6437
Br -8.06653 -10.33147 2.88654 0.0 0.0 -0.1 0.5626
Br -10.60239 -9.73494 1.05130 0.0 -0.1 0.0 0.5495
Br -8.19113 -11.48040 -0.08674 0.0 0.1 0.1 0.5633
H -9.68110 -11.88701 1.84426 0.0 0.0 0.0 -0.0328
C 3.07410 -7.32488 3.26298 0.1 0.1 -0.1 -1.6498
Br 3.74452 -6.47300 1.67154 -0.1 0.0 0.1 0.5619
Br 1.22395 -7.83160 3.06984 0.0 0.0 0.0 0.5803
Br 4.16827 -8.81779 3.79688 -0.1 0.1 0.0 0.5764
H 3.12110 -6.59521 4.05918 -0.1 0.0 0.0 -0.0953
C 8.89355 8.66837 -2.88067 0.0 -0.1 0.0 -1.6693
Br 9.81888 9.23447 -1.28833 -0.1 0.0 -0.1 0.5620
Br 7.55763 9.94116 -3.42816 0.0 0.0 0.0 0.5593
Br 10.11646 8.24679 -4.30910 -0.1 0.0 0.1 0.5656
H 8.37072 7.75495 -2.63100 0.0 0.0 0.0 -0.1246
```
Positions in Å, forces in eV/Å.

Output
**Net charge**: 0
**LUMO level**: -0.9 eV
**Relative energy (zero: lowest compared OMol25 entry of this formula, charge and spin)**: 0.0 kcal per mole

The following is a quantum chemistry calculation of a molecular structure, C28H27ClN5O4Tl, from the OMol25 dataset.

Geometry as XYZ:
```
66
Properties=species:S:1:pos:R:3:forces:R:3:lowdin_charge:R:1
Tl -0.29917 0.20880 -0.00121 3.5 -0.7 1.1 0.7543
C 0.27944 5.80643 1.95143 0.0 -0.1 0.0 -0.0666
C 0.83323 4.56654 2.23357 -0.2 0.3 -0.1 -0.0529
C 0.41819 3.44733 1.52845 0.4 -0.5 0.2 0.0090
C -0.55245 3.57095 0.54007 0.4 0.3 0.5 -0.2296
C -1.10952 4.82037 0.25609 -0.3 0.1 -0.4 -0.0198
C -0.69525 5.92946 0.95807 0.1 0.0 0.1 -0.0795
N -0.89942 2.37610 -0.10963 -1.6 1.4 -1.3 0.0091
N -1.75782 2.46829 -1.00930 -0.2 0.2 -0.2 0.1194
C -2.18454 1.29848 -1.74139 -0.2 -0.1 -0.3 -0.2503
C -3.14804 1.59054 -2.69175 -0.1 0.2 -0.1 0.0157
C -3.66466 0.58356 -3.48601 0.0 -0.1 0.0 -0.0243
C -3.20353 -0.70882 -3.31416 -0.1 0.1 0.0 -0.0218
C -2.24257 -0.93079 -2.34861 0.3 -0.6 0.2 -0.0898
N -1.74247 0.02727 -1.58215 -0.9 1.8 -0.4 0.0493
H 0.60279 6.68155 2.50097 0.0 0.0 0.0 0.1048
H 1.58844 4.46713 3.00096 0.0 0.0 0.0 0.1104
H 0.84121 2.45036 1.73047 -0.1 -0.1 -0.2 0.0734
H -1.86445 4.92619 -0.51088 0.0 -0.1 0.0 0.1049
H -1.12699 6.89639 0.73755 0.0 0.0 0.0 0.1032
H -3.48758 2.60968 -2.80447 0.1 0.0 0.1 0.1224
H -4.41699 0.80718 -4.23009 0.0 0.0 0.0 0.1187
H -3.57763 -1.52617 -3.91247 0.0 0.0 0.0 0.1164
H -1.84358 -1.92219 -2.16920 0.0 0.0 0.0 0.1215
C 0.75666 -4.57132 -0.12446 0.2 -0.3 0.0 -0.0162
C 0.41703 -3.16398 -0.06185 0.1 0.0 0.1 -0.1763
N 0.16607 -2.04829 -0.02896 -0.4 -2.1 -0.2 0.1639
H 1.82215 -4.68981 -0.31807 0.0 0.1 0.0 0.0989
H 0.20103 -5.06271 -0.92195 0.0 0.1 0.0 0.0913
H 0.51885 -5.06245 0.81804 0.0 0.1 0.0 0.0960
O 0.96495 0.49303 1.44602 0.0 0.0 1.1 -0.6342
N -1.99577 -0.15936 1.60965 -1.5 -0.8 0.3 0.0467
C -3.20396 -0.76445 1.17323 -0.2 0.3 0.6 -0.3104
C -3.19802 -2.04210 0.62705 0.1 -0.2 -0.1 -0.0586
C -4.38204 -2.62799 0.20600 0.0 0.1 0.0 -0.0852
C -5.58385 -1.94686 0.32685 -0.1 -0.1 -0.1 -0.0983
C -5.59434 -0.67219 0.87330 0.1 0.0 -0.1 -0.0821
C -4.41232 -0.08412 1.29470 -0.1 0.1 -0.2 -0.0319
H -2.11346 0.73855 2.05933 0.1 -0.2 0.3 0.1035
H -1.42108 -0.79504 2.15172 0.2 0.4 0.2 0.0983
H -2.26564 -2.58602 0.52891 0.0 0.1 0.1 0.0885
H -4.36619 -3.62372 -0.21866 0.0 0.0 0.0 0.1051
H -6.50659 -2.40706 -0.00059 0.0 0.0 0.0 0.1006
H -6.52837 -0.13525 0.97531 0.0 0.0 0.0 0.1054
H -4.43491 0.91169 1.72336 0.1 0.0 0.0 0.1149
C 3.10765 -2.02422 2.13652 -0.1 0.1 0.1 -0.0350
C 4.19283 -1.41090 1.30276 -0.1 -0.1 0.3 -0.1838
C 5.39555 -1.03158 1.87077 0.1 0.1 -0.1 -0.0695
C 6.38267 -0.44142 1.09451 -0.1 0.0 -0.1 -0.6766
Cl 7.88866 0.03216 1.83039 0.1 0.0 0.1 0.6289
C 6.17710 -0.22339 -0.25071 0.0 0.0 0.0 -0.1038
C 4.97413 -0.60345 -0.83323 0.0 0.0 -0.2 0.0092
C 3.98668 -1.19789 -0.06341 0.1 0.2 0.1 -0.2133
O 2.77731 -1.60668 -0.53838 0.1 -0.4 -0.1 -0.0777
C 2.49937 -1.38299 -1.91100 -0.3 -0.1 0.2 -0.1146
C 2.19134 0.09637 -2.20972 0.3 0.0 -0.5 -0.6352
O 2.88343 0.61505 -3.08003 -0.1 0.2 -0.1 0.0249
O 1.23796 0.64448 -1.56170 0.3 0.0 -1.0 -0.1195
H 3.41596 -2.11418 3.17829 0.1 0.0 0.0 0.0768
H 2.86302 -3.02749 1.77373 -0.1 0.0 0.0 0.0698
H 2.21109 -1.39423 2.09825 0.0 0.0 -0.1 0.0499
H 5.56440 -1.18545 2.92857 0.0 0.0 0.0 0.1080
H 6.93628 0.25123 -0.85664 0.0 0.0 0.0 0.1047
H 4.82625 -0.40417 -1.88581 -0.1 0.0 0.0 0.1064
H 1.60319 -1.96894 -2.14302 0.1 0.0 0.1 0.1067
H 3.29826 -1.76747 -2.54540 0.1 0.2 0.0 0.1255
```
Positions in Å, forces in eV/Å.

Output
**Net charge**: 0
**LUMO level**: -1.8 eV

HOMO-LUMO gap per entry: 7.333; 7.517; 5.099 eV